{
  "formula": "C20H31NO3S",
  "method": "ωB97M-V/def2-TZVPD",
  "e_lumo_ha": 0.0090,
  "e_tot_ha": -1459.2681,
  "orbital_gap_ev": 8.97,
  "symbols": ["C", "C", "C", "C", "N", "C", "C", "C", "C", "C", "C", "C", "C", "C", "C", "C", "C", "C", "C", "C", "C", "S", "O", "O", "O", "H", "H", "H", "H", "H", "H", "H", "H", "H", "H", "H", "H", "H", "H", "H", "H", "H", "H", "H", "H", "H", "H", "H", "H", "H", "H", "H", "H", "H", "H", "H"],
  "xyz": [[3.1677, 4.5788, 2.0343], [3.2641, 3.1389, 1.5459], [1.9015, 2.6119, 1.0892], [2.0418, 1.1749, 0.5889], [0.7812, 0.4722, 0.2498], [0.1124, 1.1621, -0.8968], [-1.1279, 0.5111, -1.2651], [-2.1483, -0.0717, -1.5256], [-3.3330, -0.7933, -1.7929], [-3.6631, -1.8549, -0.9473], [-4.8176, -2.5747, -1.1916], [-5.6370, -2.2482, -2.2614], [-5.3044, -1.1942, -3.0982], [-4.1542, -0.4634, -2.8698], [1.0480, -0.9643, -0.1096], [2.3161, -1.3134, -0.8835], [2.4201, -0.8742, -2.3489], [1.2890, -1.4128, -3.2178], [-0.1931, 0.4756, 1.3861], [0.3583, 0.0808, 2.7587], [-0.6507, -0.7993, 3.4664], [-0.7107, -2.3791, 2.5141], [-1.3576, -3.3466, 3.3635], [-1.4606, -2.0424, 1.2938], [0.7021, -2.6485, 2.2222], [4.1419, 4.9344, 2.3581], [2.8121, 5.2318, 1.2404], [2.4805, 4.6533, 2.8737], [3.9735, 3.0837, 0.7174], [3.6442, 2.5084, 2.3517], [1.5293, 3.2678, 0.2997], [1.2123, 2.6655, 1.9310], [2.5438, 0.5842, 1.3564], [2.6731, 1.1829, -0.3016], [-0.0973, 2.1970, -0.6107], [0.7961, 1.1663, -1.7485], [-3.0130, -2.0969, -0.1172], [-5.0778, -3.3960, -0.5413], [-6.5378, -2.8155, -2.4456], [-5.9441, -0.9416, -3.9316], [-3.8867, 0.3601, -3.5170], [0.1708, -1.3111, -0.6561], [1.0591, -1.5588, 0.8194], [2.3396, -2.4051, -0.8702], [3.2065, -0.9840, -0.3450], [2.4743, 0.2148, -2.4396], [3.3668, -1.2598, -2.7353], [1.2384, -2.4949, -3.1324], [1.4649, -1.1603, -4.2611], [0.3229, -1.0061, -2.9296], [-0.6580, 1.4618, 1.4342], [-0.9568, -0.2733, 1.1278], [1.2505, -0.5391, 2.6614], [0.6104, 0.9637, 3.3558], [-0.3303, -1.0715, 4.4650], [-1.6533, -0.3870, 3.4867]],
  "forces_ev_per_a": [[0.098, -0.208, -0.062], [-0.233, 0.094, -0.032], [0.150, -0.172, -0.034], [0.502, 0.572, 0.214], [0.039, 0.130, -0.128], [-0.183, 0.413, -0.492], [-0.568, -0.215, -0.162], [0.969, 0.671, 0.150], [-0.528, -0.396, -0.041], [-0.024, 0.027, -0.060], [-0.073, -0.050, -0.013], [-0.023, -0.026, 0.009], [-0.059, 0.017, -0.072], [0.037, 0.015, 0.019], [0.330, -1.105, -0.142], [0.009, 0.476, -0.201], [-0.032, -0.174, 0.061], [0.181, 0.177, 0.036], [-0.617, 0.025, 0.636], [0.286, 0.330, -0.070], [0.127, -0.921, -0.612], [-0.256, -0.010, 0.554], [-0.015, 0.048, 0.038], [-0.045, -0.294, 0.136], [-0.170, -0.289, 0.315], [0.061, 0.107, 0.050], [-0.041, 0.108, -0.053], [-0.074, 0.059, 0.094], [0.065, -0.079, -0.002], [0.063, -0.083, -0.020], [-0.080, 0.005, 0.016], [-0.107, 0.017, 0.004], [-0.058, -0.069, -0.124], [-0.072, -0.147, 0.032], [0.182, -0.136, 0.040], [0.065, 0.025, 0.164], [-0.001, -0.023, 0.030], [-0.019, -0.074, 0.062], [-0.062, -0.044, -0.007], [-0.036, 0.015, -0.049], [0.020, 0.036, -0.021], [0.008, 0.102, 0.151], [0.027, 0.468, -0.321], [-0.014, -0.024, 0.110], [0.023, -0.096, 0.075], [0.086, 0.022, 0.000], [0.036, 0.098, 0.003], [-0.064, -0.157, -0.020], [-0.057, -0.015, -0.103], [-0.143, 0.005, -0.003], [0.095, 0.020, -0.129], [0.250, 0.513, -0.196], [0.092, 0.188, 0.013], [0.002, -0.059, -0.054], [0.029, 0.037, 0.158], [-0.178, 0.044, 0.054]],
  "mulliken_charge": [-1.38, -0.35, -0.73, -1.28, 1.36, -0.30, -0.51, 0.37, -0.18, -0.48, -0.67, -0.45, -0.48, -0.72, 0.03, -0.89, -0.62, -1.14, -1.08, -1.00, -1.26, 1.21, -0.75, -0.64, -0.78, 0.41, 0.34, 0.34, 0.32, 0.36, 0.31, 0.29, 0.50, 0.60, 0.55, 0.46, 0.89, 0.44, 0.38, 0.39, 0.44, 0.36, -0.10, 0.57, 0.28, 0.27, 0.52, 0.34, 0.42, 0.14, 0.55, 0.56, 0.43, 0.52, 0.47, 0.36]
}